(1)
Formula: C14H31N2O4OsSi
Source: OMol25
Level of theory: ωB97M-V with the def2-TZVPD basis set

Values from the calculation:
* LUMO level: -11.6744 eV
* gap between HOMO and LUMO: 6.01 eV
* energy above the lowest of the compared OMol25 structures with the same formula, charge and spin: 11.19 kcal/mol
* electronic energy: -36505.045 eV
* charge: +3

Positions of all 53 atoms, in Å:
Os  0.02363  -0.05833  1.04647
C  2.92840  -0.86989  0.38318
O  2.03494  -0.34763  1.41855
C  2.32615  -0.87846  2.74967
C  1.41066  -0.14179  3.67323
O  0.07103  -0.28072  3.16339
C  -0.79942  -1.32553  3.63505
C  -0.69686  -2.46859  2.67908
O  -0.92474  -1.88588  1.36122
C  -0.93225  -2.87813  0.28309
H  3.95209  -0.68326  0.69874
H  2.71874  -0.32142  -0.52808
H  2.76230  -1.93786  0.24598
H  3.36407  -0.67523  3.01620
H  2.18118  -1.95911  2.73947
H  1.62858  0.92545  3.63246
H  1.49417  -0.47166  4.70781
H  -1.80371  -0.90368  3.60915
H  -0.57486  -1.61634  4.66057
H  -1.47011  -3.20329  2.91025
H  0.26502  -2.98186  2.68150
H  -1.68432  -3.62654  0.52149
H  0.04857  -3.34322  0.19184
H  -1.20422  -2.35873  -0.62923
N  0.08012  0.13866  -0.91158
C  0.18202  0.28012  -2.07334
N  0.29072  0.44941  -3.32631
C  1.56583  0.18484  -4.06017
C  1.24693  -0.59253  -5.33128
O  0.25457  0.05903  -6.08610
C  -0.97263  0.19229  -5.40964
C  -0.80760  1.03656  -4.15425
H  2.25136  -0.37082  -3.42290
H  2.00983  1.14597  -4.32160
H  0.94335  -1.61801  -5.08620
H  2.14188  -0.62704  -5.94884
H  -1.39116  -0.78999  -5.15707
H  -1.65382  0.70261  -6.08697
H  -1.73062  1.07926  -3.57901
H  -0.50704  2.04659  -4.43590
C  -0.89692  2.71423  3.17467
Si  -1.34342  2.01252  1.54071
C  -0.88823  3.14757  0.16037
C  -2.96340  1.12799  1.38252
H  -1.51864  3.60916  3.31017
H  0.14169  3.04714  3.21850
H  -1.10381  2.05483  4.01742
H  -1.34654  4.11193  0.41701
H  -1.29045  2.83577  -0.80367
H  0.18449  3.32471  0.06289
H  -3.68978  1.94840  1.28062
H  -3.22399  0.55558  2.27242
H  -3.08376  0.48491  0.50641


(2)
Formula: C14H31N7OPSSn
Source: OMol25
Level of theory: ωB97M-V with the def2-TZVPD basis set

Values from the calculation:
* LUMO level: -9.9645 eV
* gap between HOMO and LUMO: 5.82 eV
* energy above the lowest of the compared OMol25 structures with the same formula, charge and spin: 8.12 kcal/mol
* electronic energy: -53426.308 eV
* charge: +3

Positions of all 56 atoms, in Å:
Sn  -3.54149  1.11651  2.03049
C  6.05180  -3.73190  0.36997
C  5.91382  -2.45220  -0.36415
C  5.25772  -0.27508  0.69438
C  6.43092  -1.10367  -0.03310
H  7.09358  -4.05314  0.21159
H  5.37901  -4.51739  0.08498
H  6.14227  -3.74509  1.42688
H  5.31841  -2.53300  -1.20799
H  4.67144  -0.85273  1.41684
H  4.54712  -0.23857  -0.23751
H  5.49266  0.74468  0.97647
H  7.41092  -1.14205  0.56449
H  6.52574  -0.48808  -0.91904
N  0.74722  5.89473  -0.34642
C  -0.22663  5.39309  0.38364
N  -1.14419  6.17065  0.95098
N  -0.28444  4.01186  0.46056
C  -1.36546  3.40089  0.83732
N  -2.16122  2.63552  1.21635
H  1.11327  6.88605  -0.31031
H  1.50999  5.24173  -0.69746
H  -1.03242  7.15394  0.87769
H  -1.83770  5.70589  1.49036
C  -6.09741  -0.69129  -1.63998
S  -5.09080  -0.83454  -0.15948
C  -6.44084  -1.45764  0.94380
O  -4.72426  0.65153  0.41445
H  -5.38625  -0.31103  -2.40026
H  -6.86707  -0.02918  -1.42017
H  -6.45635  -1.74418  -1.90902
H  -7.36304  -0.85008  1.01712
H  -6.09098  -1.46913  2.03905
H  -6.61488  -2.49064  0.69663
C  0.67933  -2.10263  0.20952
N  -0.61177  -2.39587  -0.42883
C  -0.65247  -1.74239  -1.75846
N  -0.35305  -0.23038  -1.73453
C  0.99254  -0.03016  -1.08622
N  1.01266  -0.63241  0.21571
C  0.23555  0.02413  1.23808
P  -1.54948  -0.03445  0.74180
C  -1.70011  -1.93074  0.43864
C  -1.43730  0.51132  -1.05051
H  1.42914  -2.64696  -0.35769
H  0.71833  -2.49673  1.22878
H  -1.62252  -1.87824  -2.24987
H  0.13015  -2.15818  -2.28182
H  1.37889  0.98265  -1.08340
H  1.69475  -0.69413  -1.74831
H  0.59495  0.99172  1.48957
H  0.20539  -0.56772  2.16224
H  -2.65546  -2.26058  0.02513
H  -1.67277  -2.47957  1.35744
H  -1.32472  1.55278  -1.23367
H  -2.37248  0.22207  -1.55276


(3)
Formula: C14H32BNO4P
Source: OMol25
Level of theory: ωB97M-V with the def2-TZVPD basis set

Values from the calculation:
* LUMO level: 2.9834 eV
* gap between HOMO and LUMO: 7.07 eV
* electronic energy: -34686.828 eV
* charge: -1

Positions of all 53 atoms, in Å:
C  1.05737  -1.14910  2.40099
C  0.86907  -0.32726  1.12424
N  -0.50980  0.07408  0.88713
B  -1.25504  -0.62165  -0.28900
C  -2.86762  -0.09349  -0.34643
C  -3.17850  0.97250  0.62452
O  -3.95403  0.91520  1.56132
C  -0.58411  -0.26126  -1.77809
C  -0.54259  1.23237  -2.16366
P  0.91665  2.21088  -1.80920
O  1.25356  3.19023  -2.85960
O  2.14762  1.23858  -1.46504
C  2.79509  0.56581  -2.55515
C  4.18160  1.14832  -2.78792
O  0.63626  2.83654  -0.36687
C  1.68181  3.37146  0.45737
C  1.11993  3.60185  1.85644
C  -1.22058  -2.25865  -0.16141
C  -2.08962  -3.00402  0.88181
C  -2.36928  -2.21694  2.16643
C  -1.49567  -4.38495  1.20082
H  0.50185  -0.69427  3.22307
H  0.68593  -2.16857  2.27453
H  2.11688  -1.21525  2.67004
H  1.51374  0.55512  1.19377
H  1.26130  -0.91336  0.28070
H  -0.53263  1.08040  0.79625
H  -3.57523  -0.91291  -0.19340
H  -3.05751  0.32803  -1.34271
H  -2.59568  1.91579  0.48330
H  -1.21894  -0.75059  -2.52780
H  0.40747  -0.71426  -1.90060
H  -0.65860  1.38847  -3.24086
H  -1.37173  1.77288  -1.69139
H  2.83763  -0.48699  -2.27765
H  2.18323  0.65932  -3.45440
H  4.53547  1.60996  -1.86672
H  4.89042  0.36857  -3.07131
H  4.16868  1.90732  -3.56861
H  2.51102  2.66566  0.47238
H  2.03129  4.29970  0.00039
H  0.09050  3.24722  1.89153
H  1.11646  4.65792  2.12422
H  1.68024  3.04925  2.60933
H  -0.17950  -2.59894  -0.05465
H  -1.53227  -2.63611  -1.14730
H  -3.06052  -3.19129  0.40643
H  -1.47290  -1.72383  2.53995
H  -3.10971  -1.43348  2.00741
H  -2.75520  -2.88243  2.94576
H  -1.69183  -5.10003  0.39732
H  -0.40981  -4.32319  1.31532
H  -1.90215  -4.80065  2.12701


(4)
Formula: C14H32F2N2O8P2
Source: OMol25
Level of theory: ωB97M-V with the def2-TZVPD basis set

Values from the calculation:
* LUMO level: -0.7483 eV
* gap between HOMO and LUMO: 8.21 eV
* electronic energy: -58403.316 eV
* charge: 0
* SMILES: N=[PH2]PN(C(=O)F)C(=O)F.COCCOCCOC.COCCOCCOC

Positions of all 60 atoms, in Å:
N  1.06112  -5.11236  -2.85871
P  1.63370  -4.92715  -1.35246
P  3.24161  -3.44963  -1.38052
N  4.29873  -3.53834  0.05075
C  3.57944  -3.33631  1.30899
O  2.35873  -3.46131  1.50224
F  4.38299  -3.00806  2.45213
C  5.12365  -4.76231  0.09203
O  6.25739  -4.76684  -0.42345
F  4.58786  -5.89696  0.76538
H  1.58901  -4.50814  -3.52043
H  2.07184  -6.20063  -0.86622
H  0.51005  -4.48019  -0.55704
H  4.06771  -3.83001  -2.51033
C  0.23327  -0.12476  -0.90040
O  -0.24540  -0.17335  -2.22976
C  -1.65417  0.02779  -2.29788
C  -2.08347  0.29360  -3.73615
O  -1.89024  1.65360  -4.12892
C  -0.54041  2.02475  -4.41321
C  -0.05920  1.50793  -5.76468
O  0.36505  0.15221  -5.65383
C  0.50651  -0.46358  -6.91966
H  -0.25083  -0.89281  -0.28743
H  1.30879  -0.31256  -0.91565
H  0.06114  0.86661  -0.47014
H  -1.94337  0.87255  -1.66302
H  -2.14009  -0.88592  -1.93536
H  -3.16230  0.12505  -3.80166
H  -1.60659  -0.39279  -4.43833
H  0.12979  1.73396  -3.60210
H  -0.54459  3.11804  -4.45241
H  0.80120  2.10148  -6.09722
H  -0.86659  1.59137  -6.50088
H  -0.45963  -0.50632  -7.43235
H  0.86151  -1.48418  -6.76580
H  1.23577  0.07587  -7.53234
C  -2.27164  5.32134  4.37275
O  -2.19923  3.91683  4.52058
C  -3.11223  3.24153  3.66076
C  -2.78645  1.75343  3.60354
O  -1.73227  1.45278  2.68738
C  -0.41525  1.77188  3.14004
C  0.11296  0.77224  4.16318
O  -0.38103  1.08574  5.46204
C  -0.19212  0.01902  6.37209
H  -3.28108  5.68223  4.59714
H  -1.57093  5.77638  5.07505
H  -1.98334  5.61275  3.35812
H  -3.06504  3.66967  2.65332
H  -4.12028  3.37855  4.07010
H  -3.66514  1.23160  3.21337
H  -2.58010  1.34197  4.59333
H  -0.35931  2.79928  3.50453
H  0.21806  1.71048  2.24988
H  1.20772  0.83035  4.19883
H  -0.18974  -0.24204  3.87926
H  -0.76191  -0.85935  6.05269
H  -0.56156  0.33395  7.34962
H  0.86994  -0.23088  6.45925